Entry 1:
C31H31AsF4N3OPS4Y | ωB97M-V/def2-TZVPD

The geometry in XYZ format:
```
77
Properties=species:S:1:pos:R:3:forces:R:3
Y 0.0620 -0.0452 0.2723 -0.375 0.265 1.269
C -3.2907 -0.0326 -2.0123 -0.046 0.052 0.191
C -3.1993 -0.9053 -0.7686 0.151 -0.153 -0.508
N -2.5902 -0.2501 0.4084 0.207 -0.069 0.173
C -3.2904 1.0010 0.7367 -0.059 0.234 0.093
C -4.8070 0.9135 0.9356 0.273 -0.077 -0.043
C -2.6078 -1.2342 1.5095 0.177 -0.213 0.384
C -1.9677 -0.7804 2.8266 -0.218 -0.002 -0.122
N -0.6682 -0.1623 2.6125 -0.213 -0.157 -0.818
C 0.0058 0.2468 3.6830 0.479 0.512 0.730
C 1.2292 0.9490 3.4869 -0.016 -0.143 -0.521
F 1.6641 1.0477 2.1725 -0.403 -0.034 0.805
C 1.9668 1.5473 4.4749 0.038 0.097 -0.006
F 3.0928 2.2197 4.1552 -0.234 -0.147 -0.035
C 1.5609 1.4929 5.7972 -0.122 -0.205 -0.124
C 0.4082 0.7677 6.0545 0.243 0.251 0.055
F -0.0024 0.6597 7.3372 -0.043 -0.052 -0.217
C -0.3428 0.1662 5.0668 -0.099 -0.150 -0.150
F -1.4392 -0.5288 5.4765 0.149 0.137 -0.065
H -3.5093 -0.6791 -2.8595 0.030 -0.035 -0.059
H -2.3410 0.4618 -2.2180 -0.109 -0.093 -0.010
H -4.0713 0.7234 -1.9445 -0.170 0.100 0.043
H -2.5876 -1.7774 -1.0223 -0.009 0.060 0.055
H -4.1978 -1.2900 -0.5125 0.058 0.036 0.110
H -3.0869 1.7047 -0.0791 0.039 -0.036 0.150
H -2.8506 1.4072 1.6499 0.104 0.041 -0.078
H -5.3085 0.6019 0.0243 -0.095 -0.044 -0.076
H -5.1834 1.8993 1.2049 -0.020 0.051 0.049
H -5.0701 0.2197 1.7316 -0.051 -0.037 0.072
H -2.0579 -2.1150 1.1557 -0.147 0.151 -0.061
H -3.6349 -1.5634 1.7295 0.059 0.034 -0.069
H -1.8750 -1.6803 3.4531 -0.187 0.177 -0.138
H -2.6477 -0.0877 3.3496 0.051 -0.116 -0.011
H 2.1203 1.9719 6.5793 0.081 0.030 0.132
O 3.1311 -0.9419 -0.0938 0.278 0.459 -0.007
N 2.5445 0.3103 -0.1319 0.326 -0.281 0.038
C 3.4206 1.2190 -0.3397 0.093 -1.453 0.231
C 3.2825 2.6566 -0.3969 -0.285 0.961 -0.042
C 4.5170 3.3290 -0.4380 -0.115 -0.183 0.040
C 4.6171 4.6880 -0.6264 -0.165 0.118 -0.058
C 3.4626 5.4226 -0.8579 0.096 -0.033 0.040
C 2.2378 4.7896 -0.7909 -0.022 -0.065 -0.013
C 2.1087 3.4321 -0.4882 0.213 -0.183 -0.011
P 0.4190 2.8003 -0.1349 -0.044 0.908 0.037
C -0.1505 3.8773 1.2580 -0.042 -0.273 0.001
C -0.7291 3.2027 2.3290 0.164 -0.074 -0.259
C -1.2671 3.8816 3.4076 -0.167 0.091 0.184
C -1.2751 5.2646 3.4118 -0.003 -0.054 0.075
C -0.7307 5.9517 2.3384 0.051 0.136 -0.084
C -0.1644 5.2697 1.2773 -0.008 0.011 0.009
C -0.5150 3.5554 -1.5091 -0.046 -0.202 -0.042
C -1.7835 4.0961 -1.3163 0.187 -0.073 0.054
C -2.4615 4.6616 -2.3812 -0.171 0.066 -0.057
C -1.8964 4.6694 -3.6452 0.040 -0.004 -0.084
C -0.6651 4.0659 -3.8539 0.013 0.022 -0.083
C 0.0228 3.5100 -2.7925 -0.010 -0.058 0.122
H 2.4028 -1.6325 -0.0777 0.204 0.561 -0.029
H 4.4401 0.8622 -0.5017 -0.142 -0.044 0.084
H 5.4154 2.7452 -0.3024 0.092 -0.072 -0.067
H 5.5836 5.1691 -0.6258 0.091 0.014 -0.025
H 3.5173 6.4798 -1.0748 -0.018 0.059 -0.028
H 1.3464 5.3580 -1.0044 -0.008 0.042 -0.014
H -0.7766 2.1242 2.2954 -0.001 -0.098 0.137
H -1.6925 3.3262 4.2325 -0.015 -0.038 0.043
H -1.7082 5.8108 4.2377 -0.029 0.006 0.071
H -0.7572 7.0320 2.3151 0.028 0.081 0.043
H 0.2371 5.8402 0.4580 0.005 0.063 -0.056
H -2.2330 4.0852 -0.3327 -0.019 0.074 0.059
H -3.4384 5.0966 -2.2229 -0.057 0.041 0.015
H -2.4128 5.1423 -4.4689 -0.073 -0.046 -0.049
H -0.2365 4.0173 -4.8442 0.009 0.045 -0.082
H 0.9787 3.0273 -2.9456 0.036 0.021 -0.099
S 2.1869 -2.6685 -3.0354 0.415 0.287 0.245
As 0.4239 -2.0469 -2.0939 0.160 -1.066 -1.420
S 0.5514 -2.5296 0.1237 -0.102 -0.290 -0.143
S 0.1605 0.1779 -2.2680 0.028 -0.030 -0.219
S -1.2308 -3.0280 -2.9323 -0.511 0.087 0.244
```
Positions in Å, forces in eV/Å.

## Properties
net charge	-1
gap between HOMO and LUMO	0.20572	Ha
E_HOMO	-3.88	eV
ΔE to the lowest compared entry with this formula, charge and spin	0.0	kcal per mole

Which charges does Löwdin predict for the atoms? In e, they are: Y 0.78; C -0.12; C -0.28; N -0.23; C -0.24; C -0.07; C -0.22; C -0.23; N -0.10; C -0.22; C -0.14; F -0.01; C -0.23; F 0.08; C 0.04; C -0.23; F 0.07; C -0.13; F 0.05; H 0.07; H -0.01; H 0.06; H 0.03; H 0.12; H 0.10; H 0.09; H 0.06; H 0.07; H 0.07; H 0.08; H 0.12; H 0.12; H 0.11; H 0.12; O -0.12; N -0.12; C -0.10; C -0.18; C -0.04; C -0.07; C -0.07; C -0.10; C -0.27; P 1.05; C -0.33; C -0.11; C -0.06; C -0.08; C -0.08; C -0.09; C -0.39; C -0.10; C -0.08; C -0.09; C -0.07; C -0.13; H -0.08; H 0.14; H 0.11; H 0.10; H 0.10; H 0.09; H 0.05; H 0.11; H 0.10; H 0.10; H 0.09; H 0.10; H 0.10; H 0.10; H 0.11; H 0.10; S -0.15; As -0.48; S 0.09; S 0.07; S -0.11

Entry 2:
C5H5Cl2NO5PrY | ωB97M-V/def2-TZVPD

The geometry in XYZ format:
```
20
Properties=species:S:1:pos:R:3:forces:R:3
Y 2.7250 3.2482 -0.7791 -1.450 -1.954 0.676
Pr 0.4940 0.2529 0.1175 -1.429 -1.089 -1.718
Cl 3.0316 0.6028 -0.8541 -0.118 1.247 0.119
Cl 0.2700 3.0910 -0.0122 0.941 -0.183 -0.288
C 0.1872 -0.6008 2.3827 -3.093 -4.243 6.726
C 3.8583 4.2373 -2.6426 5.088 3.330 -5.631
C 4.0225 5.2050 -0.4448 5.456 6.959 0.640
O -0.3148 -1.2093 3.2437 2.943 3.427 -4.593
O 4.6362 4.7812 -3.3199 -4.475 -3.122 3.566
O 4.7621 6.1074 -0.5043 -4.350 -5.127 0.547
N -3.2263 -2.8588 0.9303 0.159 0.077 -0.042
C -2.2590 -2.9873 -0.2421 -1.020 0.214 -0.004
C -1.2934 -1.8603 -0.1000 0.379 0.096 0.693
O -1.7721 -0.7940 0.4323 1.860 0.100 -0.746
O -0.0522 -1.9909 -0.3967 -0.869 1.372 0.171
H -2.7315 -2.5856 1.8054 -0.584 -0.410 -0.544
H -3.7448 -3.7299 1.0873 0.060 -0.139 0.068
H -3.9293 -2.1320 0.7355 0.142 -0.085 0.139
H -1.8177 -3.9723 -0.2831 0.199 -0.190 0.110
H -2.8456 -2.8046 -1.1559 0.163 -0.277 0.111
```
Positions in Å, forces in eV/Å.

## Properties
multiplicity	3
net charge	+4
gap between HOMO and LUMO (spin up / spin down)	0.32063 / 0.32154	Ha
E_HOMO (spin up / spin down)	-24.76 / -24.78	eV
ΔE to the lowest compared entry with this formula, charge and spin	0.0	kcal per mole

Which charges does Löwdin predict for the atoms? In e, they are: Y 1.27; Pr 1.09; Cl 0.17; Cl 0.15; C 0.05; C 0.01; C 0.01; O 0.25; O 0.27; O 0.28; N 0.23; C 0.03; C -0.57; O -0.09; O -0.07; H 0.19; H 0.20; H 0.19; H 0.17; H 0.18

Entry 3:
C9H20OSi | ωB97M-V/def2-TZVPD

The geometry in XYZ format:
```
31
Properties=species:S:1:pos:R:3:forces:R:3
C -2.9940 -4.7416 -1.6841 1.314 -0.699 1.311
C -2.1883 -4.9705 -0.6301 -2.567 -1.632 -3.852
C 3.2156 2.3154 -0.0348 1.010 0.886 -0.692
C 4.5707 3.2872 -1.7976 0.554 1.401 -0.990
C -0.2678 0.6717 2.8936 0.413 1.539 1.527
C -2.6210 0.7897 1.8625 0.556 -0.677 -1.131
C -1.0390 -0.6510 -2.0759 1.598 -0.217 -3.990
C 3.3709 2.5620 -1.3288 2.157 -1.105 1.726
C -1.1184 0.6146 1.6530 0.023 -1.818 0.972
O -0.9598 -0.1148 -0.8344 -1.169 1.150 1.312
Si -0.7168 -0.8909 0.5992 -0.137 -0.422 0.063
H -3.3305 -5.5660 -2.2739 -0.412 -0.288 -0.344
H -3.2122 -3.7474 -2.0111 -0.303 0.424 -0.044
H -1.8185 -5.9183 -0.3935 0.131 -1.477 0.410
H 3.8850 2.5047 0.7775 0.695 1.070 0.000
H -1.7723 -4.2076 -0.1732 1.849 3.695 2.524
H 2.3812 1.8860 0.3341 -2.786 -1.974 0.766
H 4.2718 3.6790 -2.8100 0.816 0.117 0.891
H 5.5283 2.7099 -1.9257 -1.064 0.257 0.174
H 4.7541 4.1294 -1.0754 0.083 -0.639 -0.979
H -0.3756 1.7180 3.3136 -0.691 -1.161 0.408
H -0.5025 -0.1420 3.6406 0.463 1.045 -0.602
H 0.8218 0.8154 2.7291 -0.361 -1.194 -0.350
H -2.9968 -0.0496 2.5009 -0.406 0.957 -0.766
H -3.0197 0.9414 0.8229 -0.366 -1.058 0.926
H -2.7776 1.7728 2.2408 -0.343 0.586 1.203
H -1.8769 -0.3019 -2.8285 1.126 -0.280 2.087
H -1.1011 -1.7721 -2.0239 0.321 0.835 -0.373
H -0.0446 -0.2505 -2.5953 -1.921 -1.447 0.469
H 2.9189 1.9160 -2.0271 -1.489 -0.024 -0.890
H -0.8410 1.4063 1.0670 0.904 2.150 -1.767
```
Positions in Å, forces in eV/Å.

## Properties
gap between HOMO and LUMO	0.30096	Ha
E_HOMO	-8.12	eV
ΔE to the lowest compared entry with this formula, charge and spin	116.2	kcal per mole

Which charges does Löwdin predict for the atoms? In e, they are: C -0.04; C -0.04; C 0.00; C -0.14; C -0.17; C -0.12; C -0.25; C -0.25; C -0.63; O -0.43; Si 0.83; H 0.03; H 0.03; H 0.03; H 0.06; H -0.05; H 0.00; H 0.08; H 0.09; H 0.08; H 0.09; H 0.09; H 0.06; H 0.09; H 0.08; H 0.06; H 0.11; H 0.06; H 0.11; H 0.08; H 0.05

Q: Among the records above, which one has the highest ΔE to the lowest compared entry with this formula, charge and spin?
A: C9H20OSi

Copy entry 2 word for word.
C5H5Cl2NO5PrY | ωB97M-V/def2-TZVPD

The geometry in XYZ format:
```
20
Properties=species:S:1:pos:R:3:forces:R:3
Y 2.7250 3.2482 -0.7791 -1.450 -1.954 0.676
Pr 0.4940 0.2529 0.1175 -1.429 -1.089 -1.718
Cl 3.0316 0.6028 -0.8541 -0.118 1.247 0.119
Cl 0.2700 3.0910 -0.0122 0.941 -0.183 -0.288
C 0.1872 -0.6008 2.3827 -3.093 -4.243 6.726
C 3.8583 4.2373 -2.6426 5.088 3.330 -5.631
C 4.0225 5.2050 -0.4448 5.456 6.959 0.640
O -0.3148 -1.2093 3.2437 2.943 3.427 -4.593
O 4.6362 4.7812 -3.3199 -4.475 -3.122 3.566
O 4.7621 6.1074 -0.5043 -4.350 -5.127 0.547
N -3.2263 -2.8588 0.9303 0.159 0.077 -0.042
C -2.2590 -2.9873 -0.2421 -1.020 0.214 -0.004
C -1.2934 -1.8603 -0.1000 0.379 0.096 0.693
O -1.7721 -0.7940 0.4323 1.860 0.100 -0.746
O -0.0522 -1.9909 -0.3967 -0.869 1.372 0.171
H -2.7315 -2.5856 1.8054 -0.584 -0.410 -0.544
H -3.7448 -3.7299 1.0873 0.060 -0.139 0.068
H -3.9293 -2.1320 0.7355 0.142 -0.085 0.139
H -1.8177 -3.9723 -0.2831 0.199 -0.190 0.110
H -2.8456 -2.8046 -1.1559 0.163 -0.277 0.111
```
Positions in Å, forces in eV/Å.

## Properties
multiplicity	3
net charge	+4
gap between HOMO and LUMO (spin up / spin down)	0.32063 / 0.32154	Ha
E_HOMO (spin up / spin down)	-24.76 / -24.78	eV
ΔE to the lowest compared entry with this formula, charge and spin	0.0	kcal per mole

Which charges does Löwdin predict for the atoms? In e, they are: Y 1.27; Pr 1.09; Cl 0.17; Cl 0.15; C 0.05; C 0.01; C 0.01; O 0.25; O 0.27; O 0.28; N 0.23; C 0.03; C -0.57; O -0.09; O -0.07; H 0.19; H 0.20; H 0.19; H 0.17; H 0.18

What did the third record say?
C9H20OSi | ωB97M-V/def2-TZVPD

The geometry in XYZ format:
```
31
Properties=species:S:1:pos:R:3:forces:R:3
C -2.9940 -4.7416 -1.6841 1.314 -0.699 1.311
C -2.1883 -4.9705 -0.6301 -2.567 -1.632 -3.852
C 3.2156 2.3154 -0.0348 1.010 0.886 -0.692
C 4.5707 3.2872 -1.7976 0.554 1.401 -0.990
C -0.2678 0.6717 2.8936 0.413 1.539 1.527
C -2.6210 0.7897 1.8625 0.556 -0.677 -1.131
C -1.0390 -0.6510 -2.0759 1.598 -0.217 -3.990
C 3.3709 2.5620 -1.3288 2.157 -1.105 1.726
C -1.1184 0.6146 1.6530 0.023 -1.818 0.972
O -0.9598 -0.1148 -0.8344 -1.169 1.150 1.312
Si -0.7168 -0.8909 0.5992 -0.137 -0.422 0.063
H -3.3305 -5.5660 -2.2739 -0.412 -0.288 -0.344
H -3.2122 -3.7474 -2.0111 -0.303 0.424 -0.044
H -1.8185 -5.9183 -0.3935 0.131 -1.477 0.410
H 3.8850 2.5047 0.7775 0.695 1.070 0.000
H -1.7723 -4.2076 -0.1732 1.849 3.695 2.524
H 2.3812 1.8860 0.3341 -2.786 -1.974 0.766
H 4.2718 3.6790 -2.8100 0.816 0.117 0.891
H 5.5283 2.7099 -1.9257 -1.064 0.257 0.174
H 4.7541 4.1294 -1.0754 0.083 -0.639 -0.979
H -0.3756 1.7180 3.3136 -0.691 -1.161 0.408
H -0.5025 -0.1420 3.6406 0.463 1.045 -0.602
H 0.8218 0.8154 2.7291 -0.361 -1.194 -0.350
H -2.9968 -0.0496 2.5009 -0.406 0.957 -0.766
H -3.0197 0.9414 0.8229 -0.366 -1.058 0.926
H -2.7776 1.7728 2.2408 -0.343 0.586 1.203
H -1.8769 -0.3019 -2.8285 1.126 -0.280 2.087
H -1.1011 -1.7721 -2.0239 0.321 0.835 -0.373
H -0.0446 -0.2505 -2.5953 -1.921 -1.447 0.469
H 2.9189 1.9160 -2.0271 -1.489 -0.024 -0.890
H -0.8410 1.4063 1.0670 0.904 2.150 -1.767
```
Positions in Å, forces in eV/Å.

## Properties
gap between HOMO and LUMO	0.30096	Ha
E_HOMO	-8.12	eV
ΔE to the lowest compared entry with this formula, charge and spin	116.2	kcal per mole

Which charges does Löwdin predict for the atoms? In e, they are: C -0.04; C -0.04; C 0.00; C -0.14; C -0.17; C -0.12; C -0.25; C -0.25; C -0.63; O -0.43; Si 0.83; H 0.03; H 0.03; H 0.03; H 0.06; H -0.05; H 0.00; H 0.08; H 0.09; H 0.08; H 0.09; H 0.09; H 0.06; H 0.09; H 0.08; H 0.06; H 0.11; H 0.06; H 0.11; H 0.08; H 0.05